# 1
ORCA calculation (the ωB97M-V functional and the def2-TZVPD basis) on a molecular structure, C33H28BiIN6O3S.

Geometry as XYZ:
```
73
Properties=species:S:1:pos:R:3:forces:R:3
Bi -0.82447 -0.09692 0.45671 -0.92 -0.47 0.63
I -3.74304 0.15105 4.08665 0.09 0.37 0.25
S 6.09058 -0.60346 -2.60336 1.03 -0.20 -0.60
O -0.30929 -2.16740 0.28325 -0.80 -0.21 -0.42
O -1.38407 -4.10755 0.43331 -0.39 -0.85 -0.19
O -4.88905 -1.19120 -0.94066 -1.59 -0.26 -0.48
N -2.19930 2.51437 1.19122 -0.62 1.07 -0.18
N 8.89473 -3.75369 -0.99824 -0.52 0.21 0.30
N -2.97703 -0.75293 0.18359 0.22 -0.05 -0.12
N -1.41774 4.18714 -0.70289 -0.08 1.99 -0.76
N 1.91804 -0.33290 -0.87290 -0.16 0.49 -1.32
N -1.98474 0.76026 -1.95858 0.15 1.94 -0.68
C -3.41988 -1.72649 1.24807 0.56 2.38 -0.19
C -2.20290 -2.29122 1.93330 0.90 1.14 -0.26
C -1.80227 5.49941 -2.65927 -1.29 1.55 -0.34
C 7.12222 -1.94751 -1.98055 -2.41 1.48 -1.70
C -0.80795 0.56750 4.13821 0.71 2.15 1.10
C 8.28063 -2.90816 -0.18506 -0.02 0.38 0.02
C -3.65882 4.25270 -1.76972 0.34 0.91 -0.35
C -4.34645 2.25863 0.12239 0.94 4.54 -4.00
C 3.90205 0.63567 -1.76921 2.10 -1.84 -0.41
C -1.26405 -2.97807 0.77763 0.44 1.52 0.83
C 8.54789 -3.69539 -2.29100 1.36 -2.41 -0.25
C 2.61785 0.71949 -1.36708 -0.52 -1.62 1.02
C -4.93818 3.68421 -1.75242 -0.48 -0.27 -0.41
C -5.28529 2.67984 -0.86205 0.72 0.60 0.24
C 7.42419 -1.91356 -0.68186 1.35 -0.85 2.43
C 4.54895 -0.67942 -1.84231 -2.54 2.03 0.43
C -1.73584 -0.12354 3.52934 -1.49 -2.05 -1.18
C 0.99407 -0.85521 3.37125 1.11 -0.17 0.67
C -3.83466 -0.61841 -0.89901 2.49 0.54 0.68
C -0.97899 5.04387 -1.60729 -2.26 -1.70 -0.08
C 2.44126 -1.52790 -1.09226 -1.71 -0.92 2.22
C 3.71185 -1.74672 -1.52123 2.93 -1.53 -1.61
C -2.77314 3.90413 -0.75499 2.24 -1.00 -0.58
C -3.10938 2.91064 0.13459 -2.03 -2.70 3.33
C -3.13234 5.18990 -2.72865 -0.43 -0.48 0.61
C 7.58628 -2.90572 -2.84876 0.69 0.68 -0.18
C -0.09680 -1.84083 3.07820 1.49 0.37 1.64
C -2.50601 -3.29491 2.96356 1.18 -0.60 0.20
C -0.15912 -3.09623 3.61453 -0.63 0.09 -0.98
C -3.34047 0.25906 -2.10304 -0.93 -1.19 0.54
C 0.57073 0.34630 3.85176 1.39 0.05 -0.01
C -1.45626 -3.76035 3.68442 -1.32 0.22 -0.26
C -1.31991 -1.18576 2.58037 -0.49 0.00 -0.97
H -1.58751 3.32985 1.23065 0.54 -0.53 0.45
H 4.48074 1.51364 -2.02108 -0.09 0.05 -0.16
H -6.26440 2.23015 -0.92226 -0.05 -0.10 0.04
H 2.09096 1.61955 -1.39715 -0.62 1.54 0.22
H -2.19374 1.78877 -1.93539 1.17 -1.10 0.31
H 1.80822 -2.37590 -0.72503 0.58 0.73 -0.57
H -1.66151 -4.60706 4.33341 0.48 0.15 0.15
H 0.01517 5.32181 -1.62186 2.06 0.43 0.33
H -2.69396 2.42576 2.10828 0.44 -0.05 -1.16
H -3.95537 1.12290 -2.23286 -0.88 0.33 0.48
H -3.63400 -0.28562 -2.99593 0.79 -0.58 -0.21
H 0.69034 -3.64296 3.98152 0.42 0.21 0.18
H -4.11642 -1.20098 1.94248 0.56 -0.67 -0.58
H -5.59171 4.02444 -2.54604 -0.35 -0.21 0.12
H 4.09972 -2.78713 -1.73121 -0.64 1.19 0.54
H -1.52478 6.32059 -3.31786 0.66 -0.40 0.04
H -3.92177 -2.52160 0.81182 -1.20 -1.46 -1.04
H 7.38908 -2.84635 -3.91264 -0.14 -0.32 0.17
H 7.13327 -1.12356 -0.02186 -0.48 0.27 0.15
H 8.48833 -2.97060 0.89086 0.08 0.01 -0.48
H 1.28209 1.14466 4.15710 -0.42 -0.84 -0.19
H -1.39085 0.66896 -2.78848 -0.37 -0.42 0.26
H -1.04689 1.34886 4.85474 -0.08 -0.08 -0.13
H 9.09487 -4.46614 -2.86074 -0.41 0.62 -0.15
H -4.55750 1.55580 0.78243 -0.91 -3.18 2.89
H -3.80316 5.69106 -3.44017 0.40 -0.46 0.15
H 2.12473 -1.06721 3.50286 -2.08 -0.04 -0.71
H -3.50777 -3.67442 3.00445 -0.26 -0.39 0.27
```
Positions in Å, forces in eV/Å.

Output
Charge: 0
Kohn-Sham gap in eV: 6.708
HOMO energy in eV: -7.1580
Molar mass in g mol⁻¹: 924.577

=====

# 2
ORCA calculation (the ωB97M-V functional and the def2-TZVPD basis) on a molecular structure, C33H28Br2N5O10P2STi.

Geometry as XYZ:
```
82
Properties=species:S:1:pos:R:3:forces:R:3
Br -2.85917 -4.14273 -0.78358 -0.14 -0.14 0.05
Br 1.95160 5.35389 -5.28168 -0.03 0.01 -0.01
Ti -0.76707 -0.34514 -0.83210 1.02 0.52 0.64
S 2.25767 -0.79489 0.48355 0.19 -0.05 -0.53
P -2.94613 0.09456 -2.47201 -0.53 -0.14 -0.07
P -3.48070 -0.13008 0.44278 -0.41 -0.16 -0.29
O 2.61493 -1.14056 -0.86452 -0.08 -0.01 -0.09
O -5.85260 -4.76946 3.37424 0.03 0.02 0.02
O -4.07873 -0.48276 -3.39465 0.05 -0.14 0.06
O -2.03856 -0.76051 0.40225 -0.75 0.16 0.30
O -1.99499 -1.07733 -2.14369 -0.59 0.42 -0.40
O -3.71226 0.42588 -1.06967 0.33 -0.25 0.12
O 2.27910 -1.83830 1.47037 -0.08 0.14 0.15
O -2.25634 1.30150 -2.95137 -0.07 0.12 0.04
O -3.72864 0.89502 1.44697 0.06 0.08 -0.06
O -4.44899 -1.37435 0.51665 0.14 -0.12 -0.02
N 0.13041 -2.19641 -1.17589 0.25 -0.18 -0.42
N 0.45353 0.09251 -2.62418 -0.11 -0.05 -0.31
N 0.74025 -0.10784 0.39659 0.38 -0.15 0.66
N -2.21337 -3.57373 1.83029 0.02 0.07 0.09
N -1.06892 1.73845 -0.02784 -0.01 -0.11 0.25
C 0.73998 1.32452 -3.29846 -0.07 -0.18 0.07
C 3.40763 1.63757 0.14081 -0.01 -0.08 0.07
C -2.47140 -3.44450 3.13776 0.02 -0.04 -0.12
C 0.86766 1.41009 -4.67841 -0.07 -0.02 -0.12
C -3.18245 -4.06932 1.09319 0.01 -0.04 -0.08
C -0.66418 2.22266 3.62836 -0.03 0.05 -0.02
C 1.13855 -3.45492 -2.92100 0.10 -0.15 0.00
C 0.91168 2.45863 -2.52366 0.06 0.06 0.15
C 1.24941 -4.54620 -2.05491 -0.01 0.03 -0.06
C -3.66739 -3.80446 3.72197 0.01 0.00 0.04
C 0.83078 -4.41488 -0.75185 0.00 -0.03 0.02
C 0.19336 1.19470 3.88541 0.04 -0.03 -0.01
C 0.69148 0.38151 2.84545 -0.04 -0.07 0.04
C 4.37570 2.58761 0.40454 -0.01 0.01 0.00
C 0.29257 0.59639 1.55147 -0.02 0.18 -0.14
C -1.09318 2.46084 2.30336 -0.18 0.21 -0.11
C 0.23715 -3.22230 -0.34580 -0.18 0.06 -0.01
C -2.33703 3.65372 0.62703 0.02 0.06 0.02
C 1.42983 3.72985 -4.48062 -0.02 0.00 0.01
C 0.73521 -1.02219 -3.17761 0.28 -0.14 0.11
C 1.25815 3.66575 -3.10788 -0.01 -0.01 -0.01
C 4.21409 0.31678 1.99899 -0.08 0.06 0.06
C 5.28624 2.41362 1.44763 0.03 0.06 0.02
C -1.96926 3.50542 1.93335 -0.02 0.00 0.01
C 6.37764 3.41913 1.69305 -0.05 -0.05 -0.01
C -4.40934 -4.50548 1.55422 0.01 -0.02 -0.08
C 5.18650 1.27418 2.24023 0.01 -0.02 0.02
C 1.21668 2.61036 -5.27155 0.02 -0.01 0.01
C 0.62343 -2.28390 -2.43055 -0.13 0.19 -0.08
C -4.65353 -4.36256 2.91055 -0.06 -0.02 0.08
C 3.33185 0.50874 0.94798 0.05 0.06 0.16
C -1.87863 2.73872 -0.33013 0.14 0.01 -0.17
C -0.64863 1.62408 1.27481 0.46 -0.18 -0.04
H 1.38980 4.55084 -2.50124 0.04 -0.01 0.01
H 6.53326 3.57857 2.75946 -0.01 0.01 0.00
H 0.78693 2.39430 -1.45151 -0.02 0.01 -0.04
H 0.66581 0.55874 -5.31484 0.00 0.01 0.01
H -3.82626 -3.66541 4.78380 0.01 -0.01 0.00
H -1.67021 -3.03154 3.73853 -0.01 0.01 0.01
H 7.31989 3.05956 1.27517 0.00 0.01 0.00
H 4.13954 -0.57317 2.60951 0.02 -0.01 -0.02
H 1.48611 -3.50818 -3.94353 0.05 0.00 0.02
H 0.93623 -5.21953 -0.03915 -0.05 -0.01 -0.01
H -2.16751 2.81636 -1.36998 -0.08 -0.07 0.01
H -4.54017 0.18940 -3.90858 -0.02 0.06 -0.09
H -5.29064 -1.13594 0.92308 -0.07 -0.04 0.09
H -3.00773 4.44193 0.31775 0.03 0.01 -0.02
H -5.15221 -4.93409 0.89851 0.00 0.03 -0.01
H -1.03393 2.85531 4.42459 0.00 0.01 -0.01
H 1.31728 2.67791 -6.34548 0.00 0.00 0.00
H 4.44108 3.47091 -0.21907 0.01 0.00 0.00
H 1.18009 -1.07648 -4.16734 0.07 0.00 0.02
H -2.34309 4.18204 2.69192 0.00 -0.02 0.01
H 0.50587 0.99268 4.90108 0.04 0.01 -0.01
H 1.67642 -5.47645 -2.40402 0.02 0.01 0.00
H 1.37595 -0.42311 3.07143 0.00 0.02 0.03
H 5.88712 1.12735 3.05310 -0.01 0.01 0.00
H -0.18629 -3.10092 0.64437 0.02 -0.01 0.00
H 2.73029 1.75217 -0.69396 0.03 0.01 -0.03
H 6.14905 4.37556 1.22616 0.00 0.00 0.01
H -5.90425 -4.65065 4.32994 0.00 0.00 -0.03
```
Positions in Å, forces in eV/Å.

Output
Charge: +1
Kohn-Sham gap in eV: 7.030
HOMO energy in eV: -11.0850
Molar mass in g mol⁻¹: 956.302

=====

# 3
ORCA calculation (the ωB97M-V functional and the def2-TZVPD basis) on a molecular structure, C33H28BrN5O4SW.

Geometry as XYZ:
```
73
Properties=species:S:1:pos:R:3:forces:R:3
W -0.27151 0.30415 0.00707 0.16 -0.37 -0.85
Br -2.27208 -1.42515 2.90854 -0.11 0.02 -0.09
S -4.84638 -0.61541 -0.59453 -0.18 -0.02 -0.04
O 1.69577 0.57865 0.16116 0.29 -0.21 0.19
O 0.60372 -3.66098 -1.14974 0.09 -0.01 -0.12
O 3.57037 0.06962 1.28606 0.24 0.18 -0.08
O 0.19667 -1.61319 -0.43887 -0.01 0.35 0.55
N -2.63432 -1.99709 -1.07066 0.07 -0.03 0.02
N -0.20059 2.46604 -0.15652 0.11 -0.06 0.30
N -2.43473 0.06545 0.05873 -0.12 0.18 0.25
N 2.33918 -2.99436 -2.97596 0.01 0.12 0.07
N 0.21159 -0.37998 2.17131 0.03 -0.10 0.25
C -0.06568 -0.82902 4.50504 -0.05 -0.06 0.02
C 0.90277 -2.48535 -1.09848 -0.60 -0.05 -0.03
C 0.27442 5.22550 2.99949 0.01 -0.09 0.07
C 4.26788 -3.10656 -1.65031 -0.07 0.03 0.05
C -0.45716 1.31908 -4.81458 -0.01 0.00 0.04
C 0.40713 3.84247 3.22204 0.01 0.10 0.07
C 2.09982 -1.97479 -1.88108 0.23 -0.01 -0.04
C 0.03845 5.66852 1.73120 -0.01 0.06 -0.10
C -0.08562 4.75645 0.65834 0.05 0.19 0.01
C -0.32613 1.93516 -2.49435 -0.08 0.32 0.14
C -0.26478 4.31290 -1.68913 0.01 -0.04 -0.13
C -4.64624 0.81389 0.37858 -0.16 0.01 0.00
C -0.70020 0.00522 -4.43010 0.00 0.00 -0.03
C -0.53192 -0.78957 3.19639 -0.07 -0.05 0.20
C -0.48608 0.61003 -2.08256 0.14 -0.18 0.09
C 0.26331 2.94278 2.19871 0.04 -0.04 -0.03
C -3.93347 2.81868 2.10528 -0.04 0.01 -0.01
C -0.69464 -0.34184 -3.08604 0.11 -0.04 -0.04
C -2.94839 2.00053 1.57852 0.04 0.02 0.00
C 1.25066 -0.50417 4.75417 0.10 0.03 0.08
C -0.27882 2.28672 -3.84210 -0.03 0.04 -0.13
C 2.38229 0.19239 1.23597 -0.45 -0.03 -0.04
C -3.14523 -0.87856 -0.54535 0.01 0.01 -0.01
C 1.51848 -0.15856 2.42747 0.21 0.21 -0.26
C -0.00525 3.37365 0.88950 -0.08 -0.12 -0.15
C 3.82641 -3.19642 -3.09687 -0.05 0.02 0.05
C -5.64398 1.63004 0.89225 -0.05 0.00 -0.04
C 2.07817 -0.20835 3.67812 0.11 -0.10 0.11
C -0.24466 2.93155 -1.41636 -0.11 0.01 -0.14
C -3.30586 1.00705 0.68075 0.15 -0.20 -0.12
C -0.23823 5.20688 -0.67102 -0.02 0.15 0.04
C -5.27203 2.64656 1.75308 0.02 0.05 0.03
C 3.42250 -1.95409 -1.08166 0.13 -0.05 -0.10
H -0.42155 1.58824 -5.86182 -0.03 0.00 0.02
H -1.71416 -2.29986 -0.78177 0.02 -0.01 -0.02
H -6.68504 1.46759 0.64002 0.07 -0.01 0.02
H -0.73562 -1.13264 5.29658 0.01 0.02 -0.01
H 1.89206 -2.73695 -3.85450 0.03 0.07 -0.01
H 1.63082 -0.50374 5.76835 0.00 -0.04 -0.05
H -3.66002 3.59370 2.81095 0.00 -0.05 -0.03
H -1.92596 2.11701 1.90175 0.02 0.03 0.01
H -0.33109 4.64988 -2.71103 -0.04 0.00 0.03
H 1.86667 -3.84254 -2.62604 0.01 -0.13 0.00
H 0.38162 1.89476 2.40603 -0.08 -0.03 0.03
H -0.10090 3.30746 -4.15103 -0.02 -0.02 -0.01
H 3.91729 -0.99608 -1.22284 -0.02 0.02 0.01
H -0.89964 -0.74862 -5.18336 0.04 0.02 0.02
H -0.03983 6.72854 1.51924 0.00 -0.04 0.00
H 0.63437 3.48010 4.21729 -0.02 0.01 -0.03
H -3.26380 -2.71453 -1.39040 -0.02 0.02 -0.03
H 1.86513 -1.01594 -2.33247 0.01 0.09 -0.02
H 4.05468 -4.04313 -1.13286 -0.01 0.00 0.00
H 3.25768 -2.07082 -0.01629 -0.04 -0.01 0.06
H -6.03084 3.29282 2.17552 0.05 -0.02 -0.03
H -0.86900 -1.37844 -2.82879 -0.03 -0.05 0.01
H 4.02457 -4.13948 -3.59715 -0.01 -0.05 0.01
H 3.13806 -0.01689 3.78028 -0.05 0.01 0.03
H 0.37338 5.92415 3.81952 0.02 -0.04 -0.02
H 4.22304 -2.37730 -3.69293 -0.03 0.03 -0.04
H -0.31072 6.27121 -0.86778 0.04 -0.05 0.02
H 5.33438 -2.91355 -1.56726 0.00 0.00 0.01
```
Positions in Å, forces in eV/Å.

Output
Charge: +2
Kohn-Sham gap (spin up / spin down) in eV: 6.477 / 7.274
Multiplicity: 3
HOMO energy (spin up / spin down) in eV: -13.1719 / -13.6277
<S²>: 2.016
Molar mass in g mol⁻¹: 854.429

=====

Electronic energy readings, ordered: -2738.96674 -9379.16807 -4888.02132 Ha
Energy above the lowest of the compared OMol25 structures with the same formula, charge and spin readings, ordered: 78.3 18.1 5.0 kcal per mole